DFT (ωB97M-V/def2-TZVPD) results for a cluster of 17 separate species, H34O17 in total in a non-equilibrium geometry.

Positions of all 51 atoms, in Å:
O1 -0.6208 0.4230 -3.5386
H1 -1.4038 0.1370 -3.0596
H2 -0.0458 0.7890 -2.8436
O2 -2.9548 -2.3270 -0.5646
H3 -3.7378 -2.2750 -0.0856
H4 -2.7648 -1.4000 -0.5876
O3 1.3642 1.2750 2.7614
H5 0.5792 0.7570 2.8604
H6 1.8132 0.9890 3.5514
O4 2.7352 0.1120 -1.1256
H7 3.5412 -0.2570 -1.4886
H8 2.4982 0.8400 -1.7166
O5 -2.8238 -0.3030 1.2254
H9 -3.4818 0.3870 1.3274
H10 -3.2858 -1.1230 1.4904
O6 3.8922 0.3950 1.3124
H11 4.7932 0.7310 1.1534
H12 3.4352 0.5420 0.5014
O7 -2.3008 2.9860 -1.0856
H13 -1.6968 2.6240 -0.4226
H14 -1.8368 2.9630 -1.9106
O8 0.0562 -0.5110 -0.3656
H15 -0.3778 0.1690 0.1494
H16 0.8962 -0.0760 -0.5676
O9 -0.4138 -2.3800 -2.3086
H17 0.4342 -2.4090 -2.7846
H18 -0.2868 -1.5690 -1.8026
O10 -0.6138 -3.1210 0.8054
H19 -1.2348 -2.7060 0.1944
H20 -1.0118 -3.0720 1.6934
O11 1.9512 2.6860 0.3614
H21 2.8862 2.8240 0.1094
H22 1.9832 2.0490 1.0594
O12 -2.8358 0.0620 -1.7976
H23 -2.5268 0.7470 -1.2066
H24 -3.7368 0.3430 -1.9846
O13 -0.9698 1.7250 0.8214
H25 -1.3848 1.0630 1.3734
H26 -0.6998 2.4040 1.4664
O14 1.0102 2.0350 -1.9186
H27 0.5632 2.7000 -2.3726
H28 1.2952 2.3630 -1.0296
O15 2.2402 -3.0480 -1.0386
H29 2.3262 -3.9780 -0.7096
H30 1.4292 -2.7040 -0.6516
O16 1.7852 -1.4210 1.7774
H31 2.0472 -0.5140 1.6394
H32 0.8262 -1.5480 1.6274
O17 -0.7698 -0.1680 3.0824
H33 -0.9748 0.0720 4.0054
H34 -1.5918 -0.2810 2.6194

2S+1 = 1
LUMO energy = -0.8 eV
E_tot = -1299.451796 hartree
Energy above the lowest of the compared OMol25 structures with the same formula, charge and spin = 49.0 kcal per mole
Kohn-Sham gap = 8.4990 eV
Molecular weight = 306.255 u

Atomic partial charges in e from the Löwdin method, atoms 1 to 6: atom 1 (O): -0.0694, atom 2 (H): -0.0154, atom 3 (H): -0.0171, atom 4 (O): -0.0160, atom 5 (H): 0.0051, atom 6 (H): -0.0251



DFT (ωB97M-V/def2-TZVPD) results for a cluster of 17 separate species, H34O17 in total in a non-equilibrium geometry.

Positions of all 51 atoms, in Å:
O1 -26.6873 -12.3345 -30.2972
H1 -26.2624 -13.0952 -30.6932
H2 -26.1130 -12.0894 -29.5717
O2 -28.6391 -8.1935 -27.3337
H3 -28.4813 -7.6647 -26.5516
H4 -29.2252 -7.6597 -27.8701
O3 -25.2768 -11.8516 -24.9647
H5 -24.4122 -11.5806 -24.6560
H6 -25.6912 -11.0409 -25.2602
O4 -27.6696 -4.7126 -28.6286
H7 -27.8042 -5.0403 -29.5178
H8 -28.4608 -4.2095 -28.4358
O5 -28.3018 -5.5104 -24.3417
H9 -29.0947 -5.6573 -23.8260
H10 -27.6431 -5.2464 -23.6993
O6 -26.7075 -5.6081 -30.9953
H11 -26.7393 -6.2509 -31.7038
H12 -26.1823 -6.0279 -30.3139
O7 -30.1696 -12.4869 -24.5986
H13 -30.9841 -12.5999 -25.0886
H14 -29.6917 -11.8115 -25.0800
O8 -29.1320 -11.1527 -26.4747
H15 -29.1907 -11.5306 -27.3522
H16 -29.4368 -10.2515 -26.5806
O9 -26.6096 -10.1228 -26.6509
H17 -27.4009 -10.6338 -26.4806
H18 -26.9319 -9.2846 -26.9823
O10 -23.3565 -7.2864 -26.3362
H19 -23.3573 -8.1381 -25.8995
H20 -24.2827 -7.0813 -26.4639
O11 -24.7464 -14.0412 -26.8967
H21 -25.1077 -13.3267 -26.3721
H22 -23.9788 -14.3349 -26.4060
O12 -28.0109 -14.5497 -26.8953
H23 -27.0824 -14.7365 -26.7573
H24 -28.2280 -13.9031 -26.2236
O13 -29.2049 -8.4749 -31.3030
H25 -29.5637 -9.0901 -31.9426
H26 -29.9382 -7.8990 -31.0865
O14 -29.4196 -11.7061 -29.0448
H27 -28.6174 -11.9665 -29.4976
H28 -29.9813 -11.3539 -29.7351
O15 -25.3987 -5.3380 -26.7895
H29 -24.9582 -4.5316 -27.0576
H30 -26.2236 -5.3337 -27.2750
O16 -31.6149 -13.4936 -27.3939
H31 -30.7997 -13.1448 -27.7544
H32 -31.3337 -14.1231 -26.7299
O17 -26.0634 -12.8292 -22.4575
H33 -26.3660 -13.7359 -22.4061
H34 -25.7870 -12.7198 -23.3674

2S+1 = 1
LUMO energy = -0.3 eV
E_tot = -1299.477647 hartree
Energy above the lowest of the compared OMol25 structures with the same formula, charge and spin = 32.8 kcal per mole
Kohn-Sham gap = 10.0877 eV
Molecular weight = 306.255 u

Atomic partial charges in e from the Löwdin method, atoms 1 to 6: atom 1 (O): -0.0349, atom 2 (H): 0.0484, atom 3 (H): 0.0433, atom 4 (O): -0.0268, atom 5 (H): 0.0489, atom 6 (H): 0.0508



DFT (ωB97M-V/def2-TZVPD) results for a cluster of 17 separate species, H35O17 in total in a non-equilibrium geometry.

Positions of all 52 atoms, in Å:
O1 1.3065 1.0464 -0.7276
H1 -2.9953 -4.1217 0.4826
H2 -2.4171 -3.7324 1.8693
O2 -2.3459 -3.5697 0.9256
H3 3.3974 2.0795 -3.4259
H4 -0.5198 -1.8144 3.8960
O3 -0.7442 1.4405 -2.1503
H5 -0.9020 1.3317 -3.1011
H6 2.1965 -0.6030 0.5465
O4 -4.9794 -1.4602 2.5804
H7 -5.3188 -0.5836 2.4627
H8 1.4592 -1.2390 -0.6274
O5 2.3364 -1.2753 -0.2006
H9 0.2079 2.9920 1.5681
O6 0.5542 -0.8140 1.9229
H10 0.4004 -0.0140 2.4141
H11 -4.1702 3.1604 -1.6291
O7 3.1987 -4.4489 0.5198
H12 -3.0288 2.1352 2.6442
H13 -1.8444 0.2962 0.6990
O8 4.3628 -0.2356 -1.2255
H14 0.5026 0.9912 -1.3445
H15 4.7754 -1.0622 -1.5222
O9 2.6071 1.6253 -3.1162
H16 -0.4002 -0.6327 4.6912
H17 1.9097 2.2435 -3.3672
O10 -3.8159 2.4181 -2.1068
H18 3.4347 -3.7590 1.1415
H19 -4.2233 1.6414 -1.7138
O11 -1.9567 1.7914 -4.5642
H20 1.6209 -2.8731 -3.3947
H21 3.7184 -0.0007 2.6689
O12 -1.8746 0.9765 0.0195
H22 -2.2192 2.5994 -4.1041
H23 -2.7634 1.3341 0.1189
O13 1.7728 -2.8318 -2.4570
H24 2.0613 1.2712 -1.2716
H25 -1.3670 1.9159 -1.5810
O14 3.1522 -0.4781 2.0678
H26 2.2607 -4.3471 0.3910
H27 -0.1873 -1.4080 1.8165
O15 0.5781 3.8695 1.6795
H28 2.5052 -3.4165 -2.2381
H29 5.0068 -0.0017 -0.5509
O16 -0.9890 -0.9782 4.0096
H30 2.2703 -0.3997 2.4897
H31 -4.0857 -1.7425 2.7282
O17 -2.6532 2.8356 2.0990
H32 -3.4162 3.3974 1.9343
H33 2.9380 -0.6785 -0.7996
H34 -2.7498 1.2586 -4.4563
H35 1.4334 3.8709 1.2889

2S+1 = 1
Total charge = +1
LUMO energy = -2.8 eV
E_tot = -1299.768056 hartree
Energy above the lowest of the compared OMol25 structures with the same formula, charge and spin = 88.4 kcal per mole
Kohn-Sham gap = 10.2984 eV
Molecular weight = 307.263 u

Atomic partial charges in e from the Löwdin method, atoms 1 to 6: atom 1 (O): -0.0976, atom 2 (H): 0.0456, atom 3 (H): 0.0268, atom 4 (O): -0.0560, atom 5 (H): 0.0579, atom 6 (H): 0.0446



DFT (ωB97M-V/def2-TZVPD) results for a cluster of 17 separate species, H35O17 in total in a non-equilibrium geometry.

Positions of all 52 atoms, in Å:
O1 -0.9307 -4.9987 -0.8196
H1 -0.0202 -5.0313 -0.5700
H2 -1.1702 -5.8682 -0.4709
O2 0.6084 1.3448 2.0851
H3 -0.0071 0.7804 1.5644
H4 0.3522 2.2512 1.8735
O3 3.8952 -0.2036 2.9617
H5 4.6908 0.3448 3.0385
H6 3.5438 0.0248 3.8247
O4 1.3686 -2.0242 -0.8079
H7 1.8656 -1.4821 -1.6283
H8 -0.4901 -2.5262 -3.2720
O5 2.5855 -1.0019 -2.6529
H9 0.8358 -2.7106 -1.3068
O6 -2.8537 0.4500 3.3974
H10 -3.6667 0.7556 3.8264
H11 -2.7380 1.2322 2.8356
O7 -2.8272 1.1355 -0.9659
H12 -3.1637 1.7162 -1.6523
H13 -2.8443 0.2223 -1.2576
O8 -0.1377 -3.0796 -2.5527
H14 3.3978 -0.5115 -2.3952
H15 -0.5809 -3.9331 -2.4540
O9 1.4011 0.9070 4.6855
H16 -2.2780 -0.2707 1.4273
H17 1.1931 0.8912 3.7330
O10 -1.1436 4.0399 1.9490
H18 -1.9859 3.8139 2.3739
H19 -1.4342 4.9216 1.6778
O11 -1.1626 2.5659 -3.8161
H20 -1.6830 1.7633 -3.7359
H21 -0.9868 2.9134 -2.9369
O12 2.0488 2.9346 -0.1302
H22 1.7483 3.1645 0.7600
H23 2.2890 2.0152 0.0548
O13 -3.4537 -2.7868 1.3346
H24 -3.2753 -3.7095 1.2235
H25 -4.2149 -2.7681 1.9256
O14 -0.1381 0.3720 -0.7705
H26 0.1601 1.2533 -0.5239
H27 -1.1030 -0.9664 2.0545
O15 -0.5824 -0.7590 -3.7610
H28 -0.7986 -0.2888 -4.5741
H29 -0.3421 -0.0748 -3.1211
O16 -1.3775 -0.5761 1.2566
H30 0.6220 -1.4228 -0.6266
H31 -1.0647 0.2436 -0.4710
O17 4.2774 1.4139 -1.4402
H32 4.8845 2.1507 -1.4931
H33 3.4073 1.7667 -1.2300
H34 2.2401 -0.4398 -3.3557
H35 1.0397 0.0452 4.9289

2S+1 = 1
Total charge = +1
LUMO energy = -2.7 eV
E_tot = -1299.821076 hartree
Energy above the lowest of the compared OMol25 structures with the same formula, charge and spin = 55.1 kcal per mole
Kohn-Sham gap = 10.1235 eV
Molecular weight = 307.263 u

Atomic partial charges in e from the Löwdin method, atoms 1 to 6: atom 1 (O): -0.0316, atom 2 (H): 0.0356, atom 3 (H): 0.0695, atom 4 (O): -0.0503, atom 5 (H): 0.0249, atom 6 (H): 0.0219